This record from OMol25 describes a structure of composition C43H38FMnN8O7S. The level of theory is the ωB97M-V functional and the def2-TZVPD basis.

Structure (ORCA input):
```
! wB97M-V def2-TZVPD RIJCOSX def2/J DEFGRID3
* xyz 1 6
Mn 1.714 -0.009 -0.362
C -11.546 0.582 3.752
O -10.953 -0.477 3.016
C -9.638 -0.386 2.731
C -9.096 -1.449 2.007
C -7.762 -1.445 1.669
C -6.931 -0.385 2.039
C -7.479 0.668 2.762
C -8.819 0.676 3.110
C -5.511 -0.352 1.691
N -4.637 0.528 2.131
C -3.451 0.180 1.544
C -3.600 -0.926 0.740
N -4.928 -1.259 0.844
C -2.527 -1.516 0.006
C -2.625 -2.629 -0.842
C -1.507 -3.080 -1.494
C -0.291 -2.424 -1.282
N -0.171 -1.387 -0.476
C -1.265 -0.908 0.146
C -1.101 0.293 0.957
N 0.117 0.873 0.968
C 0.297 1.978 1.667
C -0.723 2.577 2.413
C -1.971 2.006 2.407
C -2.182 0.837 1.661
H -12.592 0.314 3.872
H -11.473 1.527 3.211
H -11.083 0.684 4.736
H -9.744 -2.267 1.726
H -7.370 -2.292 1.120
H -6.837 1.490 3.049
H -9.214 1.511 3.669
H -5.408 -1.986 0.346
H -3.579 -3.118 -0.992
H -1.553 -3.924 -2.168
H 0.610 -2.743 -1.792
H 1.293 2.405 1.638
H -0.522 3.484 2.966
H -2.802 2.437 2.950
N 3.753 0.600 -0.221
S 4.156 2.109 -0.662
C 5.853 2.306 -0.148
C 6.138 3.409 0.643
C 7.435 3.589 1.107
C 8.418 2.671 0.776
C 8.117 1.568 -0.018
C 6.828 1.378 -0.485
C 4.355 1.966 -2.433
C 4.446 0.726 -3.042
C 4.623 0.671 -4.418
C 4.700 1.842 -5.160
C 4.587 3.078 -4.535
C 4.406 3.144 -3.162
H 4.014 0.491 0.758
H 5.355 4.114 0.892
H 7.671 4.444 1.726
H 9.429 2.812 1.136
H 8.891 0.858 -0.275
H 6.578 0.523 -1.098
H 4.369 -0.168 -2.440
H 4.698 -0.289 -4.911
H 4.848 1.793 -6.231
H 4.642 3.989 -5.115
H 4.306 4.099 -2.660
O 3.073 0.238 2.794
C 2.405 -0.751 2.548
O 2.158 -1.295 1.413
C 1.759 -1.506 3.736
N 1.040 -2.685 3.126
C 1.729 -3.945 3.569
C 3.102 -3.460 4.014
C 2.793 -2.116 4.676
H 1.049 -0.841 4.224
H 1.213 -2.470 2.100
H 0.043 -2.695 3.317
H 1.742 -4.658 2.748
H 1.166 -4.363 4.402
H 3.750 -3.316 3.148
H 3.580 -4.171 4.684
H 3.658 -1.463 4.756
H 2.377 -2.263 5.674
F 2.185 -1.305 -7.171
C 1.221 -0.965 -6.309
C 1.248 0.206 -5.673
N 0.259 0.593 -4.793
C 0.516 1.670 -3.857
C 1.140 1.153 -2.576
O 1.334 1.958 -1.640
O 1.401 -0.082 -2.496
C -0.759 -0.276 -4.440
O -1.568 -0.035 -3.569
N -0.792 -1.443 -5.176
C 0.152 -1.929 -6.084
O 0.033 -3.011 -6.602
H 2.054 0.910 -5.827
H -0.423 2.153 -3.595
H 1.168 2.413 -4.315
H -1.561 -2.062 -4.965
*
```

Computed properties:
- relative energy (zero: lowest compared OMol25 entry of this formula, charge and spin) (kJ/mol) = 38.2
- highest occupied orbital energy (alpha / beta) (eV) = -9.84 / -9.85
- gap between HOMO and LUMO (alpha / beta) (Ha) = 0.269 / 0.268

=====

This record from OMol25 describes a structure of composition C39H49GaN6S. The level of theory is the ωB97M-V functional and the def2-TZVPD basis.

Structure (ORCA input):
```
! wB97M-V def2-TZVPD RIJCOSX def2/J DEFGRID3
* xyz 2 1
Ga -0.278 -0.051 -0.201
C -1.875 0.933 -4.247
C -1.559 0.658 -2.817
N -0.405 0.439 -2.322
N 0.720 0.441 -3.081
C 1.919 0.188 -2.494
N 2.975 0.210 -3.293
S 2.075 -0.143 -0.848
C -2.647 0.588 -1.803
C -3.956 0.910 -2.065
C -4.892 0.769 -1.041
C -4.487 0.302 0.194
C -3.144 0.013 0.387
N -2.257 0.162 -0.594
H -1.084 0.624 -4.927
H -2.054 2.002 -4.394
H -2.776 0.398 -4.539
H 0.663 0.695 -4.056
H 2.920 0.392 -4.283
H 3.887 0.035 -2.900
H -4.258 1.262 -3.042
H -5.930 1.016 -1.219
H -5.192 0.163 1.002
H -2.756 -0.352 1.329
C -3.613 1.667 3.485
C -2.099 1.806 3.302
C -1.452 2.186 4.639
C -1.749 2.822 2.222
C -2.393 4.057 2.246
C -2.145 5.023 1.289
C -1.220 4.778 0.286
C -0.536 3.572 0.226
C 0.586 3.391 -0.779
C 1.888 3.973 -0.218
C 0.267 3.992 -2.148
C -0.811 2.603 1.201
N -0.107 1.341 1.154
C 0.708 1.029 2.119
C 1.299 -0.252 2.361
C 2.364 -0.278 3.295
C 2.945 -1.450 3.690
C 2.451 -2.654 3.163
C 1.401 -2.671 2.276
C 0.795 -1.481 1.841
N -0.276 -1.501 0.973
C -1.103 -2.664 0.859
C -1.243 -3.316 -0.374
C -2.074 -4.429 -0.456
C -2.744 -4.905 0.657
C -2.599 -4.248 1.866
C -1.803 -3.114 1.991
C -1.750 -2.420 3.345
C -1.145 -3.325 4.422
C -3.144 -1.951 3.778
C -0.470 -2.906 -1.618
C -1.369 -2.751 -2.848
C 0.682 -3.876 -1.891
H -3.834 0.853 4.174
H -4.118 1.462 2.540
H -4.049 2.574 3.903
H -1.719 0.821 3.013
H -1.860 3.131 5.003
H -0.371 2.310 4.555
H -1.651 1.422 5.392
H -3.113 4.264 3.028
H -2.663 5.973 1.329
H -1.010 5.553 -0.441
H 0.764 2.325 -0.909
H 1.755 5.029 0.025
H 2.699 3.890 -0.945
H 2.194 3.455 0.693
H 0.300 5.082 -2.126
H -0.729 3.706 -2.497
H 1.010 3.674 -2.885
H 0.958 1.821 2.824
H 2.712 0.665 3.703
H 3.755 -1.452 4.405
H 2.905 -3.591 3.461
H 1.023 -3.610 1.892
H -2.179 -4.951 -1.399
H -3.375 -5.782 0.582
H -3.133 -4.617 2.734
H -1.122 -1.530 3.269
H -1.812 -4.158 4.651
H -0.988 -2.764 5.345
H -0.186 -3.740 4.108
H -3.835 -2.790 3.874
H -3.577 -1.245 3.066
H -3.090 -1.456 4.750
H 0.008 -1.941 -1.437
H -1.772 -3.711 -3.171
H -0.799 -2.348 -3.690
H -2.221 -2.095 -2.645
H 0.298 -4.885 -2.049
H 1.375 -3.908 -1.049
H 1.239 -3.584 -2.784
*
```

Computed properties:
- highest occupied orbital energy (eV) = -12.77
- gap between HOMO and LUMO (Ha) = 0.224

=====

This record from OMol25 describes the molecule C4H7IO2. The level of theory is the ωB97M-V functional and the def2-TZVPD basis.

Structure (ORCA input):
```
! wB97M-V def2-TZVPD RIJCOSX def2/J DEFGRID3
* xyz 0 1
C 0.021 1.484 0.564
C 0.633 0.087 0.336
C 1.774 0.416 -0.631
C -0.393 -0.892 -0.218
O 1.067 2.394 0.347
O 1.743 1.900 -0.790
I 3.731 -0.227 0.058
H -0.799 1.656 -0.149
H -0.331 1.650 1.582
H 1.048 -0.295 1.274
H 1.670 0.018 -1.636
H -0.630 -0.644 -1.250
H -1.305 -0.829 0.374
H -0.030 -1.915 -0.172
*
```

Computed properties:
- relative energy (zero: lowest compared OMol25 entry of this formula, charge and spin) (kJ/mol) = 239.2
- SMILES = C[C@@H]1COO[C@H]1I
- highest occupied orbital energy (eV) = -9.41
- gap between HOMO and LUMO (Ha) = 0.361

=====

This record from OMol25 describes a cluster of 14 separate species, C6H37NO13 in total. The level of theory is the ωB97M-V functional and the def2-TZVPD basis.

Structure (ORCA input):
```
! wB97M-V def2-TZVPD RIJCOSX def2/J DEFGRID3
* xyz 0 1
C 1.677 -4.167 1.364
N 1.261 -2.904 0.645
C -0.057 -2.486 0.496
C -0.227 -1.332 -0.172
C -1.357 -0.814 -0.947
C -1.345 -0.700 -2.290
C -2.301 0.204 -2.885
H 0.957 -4.897 0.953
H 1.773 -4.039 2.445
H 2.615 -4.472 1.129
H 1.817 -2.041 1.054
H -0.944 -3.106 0.685
H 0.797 -0.686 -0.479
H -2.213 -0.464 -0.336
H -0.466 -0.814 -2.919
H -3.196 0.119 -2.407
H -2.108 1.308 -2.680
H -2.265 0.059 -3.892
H -2.359 3.605 2.530
H -1.347 3.346 1.381
O -2.240 3.597 1.582
H 0.942 0.797 -2.106
H 1.391 1.978 -1.165
O 1.077 1.146 -1.113
H 3.209 3.946 1.550
H 2.812 3.703 0.034
O 2.674 4.387 0.798
H -2.530 1.024 3.551
H -1.986 -0.345 3.817
O -2.564 0.335 4.233
H -3.845 -2.170 1.132
H -4.165 -0.947 1.914
O -3.420 -1.582 1.714
H -4.447 1.894 0.080
H -3.885 3.130 -0.447
O -4.552 2.453 -0.675
H 3.983 0.082 -0.025
H 4.785 -1.239 -0.228
O 4.675 -0.281 -0.553
H 0.550 -3.637 -3.412
H 1.915 -3.571 -2.777
O 1.441 -3.575 -3.720
H 4.357 0.352 2.474
H 2.749 0.259 2.232
O 3.607 -0.050 1.925
H -2.438 -2.965 -0.729
H -3.384 -1.897 -0.858
O -3.375 -2.706 -0.533
H 2.311 0.453 -4.025
H 2.360 2.068 -3.770
O 1.878 1.224 -3.675
H 0.673 4.295 2.247
H 0.403 4.606 0.777
O 0.368 3.802 1.471
H 1.610 1.959 1.693
H 1.036 0.675 1.038
O 1.312 1.080 1.879
*
```

Computed properties:
- relative energy (zero: lowest compared OMol25 entry of this formula, charge and spin) (kJ/mol) = 791.7
- highest occupied orbital energy (eV) = -7.80
- gap between HOMO and LUMO (Ha) = 0.270

=====

This record from OMol25 describes a cluster of 2 separate species, CH2S3 in total. The level of theory is the ωB97M-V functional and the def2-TZVPD basis.

Structure (ORCA input):
```
! wB97M-V def2-TZVPD RIJCOSX def2/J DEFGRID3
* xyz 0 1
C -3.756 -0.172 0.059
S -3.906 1.355 0.251
S -3.731 -1.726 -0.189
S -0.275 0.740 0.173
H 0.224 1.131 1.320
H -1.207 1.699 0.377
*
```

Computed properties:
- relative energy (zero: lowest compared OMol25 entry of this formula, charge and spin) (kJ/mol) = 11.4
- highest occupied orbital energy (eV) = -9.68
- gap between HOMO and LUMO (Ha) = 0.347

=====

This record from OMol25 describes a cluster of 5 separate species, C23H48IN2O14PSi in total. The level of theory is the ωB97M-V functional and the def2-TZVPD basis.

Structure (ORCA input):
```
! wB97M-V def2-TZVPD RIJCOSX def2/J DEFGRID3
* xyz 0 1
N 1.222 -1.810 6.820
C 0.051 -2.298 6.937
C -0.640 -3.267 6.009
Si -0.718 -2.660 4.228
I -2.425 -3.975 3.057
C 0.920 -2.847 3.361
C 0.888 -2.736 1.818
C 1.857 -1.681 1.255
C 2.448 -2.151 -0.065
O 3.370 -1.186 -0.614
C 4.526 -1.036 0.050
O 5.192 -1.941 0.494
P -1.283 -0.470 4.020
N -0.238 0.203 3.027
H 1.699 -2.173 5.993
H -0.530 -1.977 7.810
H -1.664 -3.445 6.356
H -0.143 -4.246 6.005
H 1.580 -2.072 3.771
H 1.306 -3.818 3.695
H 1.146 -3.715 1.402
H -0.121 -2.474 1.490
H 1.316 -0.743 1.104
H 2.668 -1.491 1.968
H 2.962 -3.110 0.057
H 1.665 -2.253 -0.822
H 4.841 0.010 0.150
H -2.606 -0.420 3.534
H -1.302 0.120 5.300
H 0.250 0.973 3.472
C -2.115 1.897 0.562
C -1.436 3.039 1.280
O -1.543 4.287 0.558
C -2.695 4.933 0.662
O -3.645 4.606 1.329
O -2.632 6.026 -0.095
C -3.827 6.813 -0.106
H -1.734 1.804 -0.456
H -1.913 0.969 1.097
H -3.194 2.043 0.505
H -0.367 2.860 1.352
H -1.828 3.172 2.289
H -4.135 7.062 0.906
H -4.629 6.277 -0.611
H -3.579 7.715 -0.656
C 4.992 0.126 -3.204
C 4.200 1.373 -2.896
O 5.053 2.518 -2.702
C 5.510 3.074 -3.819
O 5.250 2.733 -4.946
O 6.313 4.083 -3.485
C 6.910 4.758 -4.596
H 5.739 -0.068 -2.431
H 4.319 -0.728 -3.262
H 5.513 0.219 -4.156
H 3.656 1.268 -1.960
H 3.481 1.590 -3.685
H 6.152 5.085 -5.303
H 7.621 4.104 -5.099
H 7.426 5.615 -4.175
C -7.648 -2.643 2.753
C -6.641 -2.425 3.860
O -5.702 -1.387 3.536
C -6.155 -0.142 3.682
O -7.254 0.169 4.058
O -5.174 0.697 3.364
C -5.529 2.086 3.465
H -7.137 -2.839 1.809
H -8.281 -3.498 2.990
H -8.283 -1.768 2.627
H -6.024 -3.310 4.003
H -7.129 -2.187 4.805
H -5.942 2.302 4.448
H -6.257 2.343 2.698
H -4.616 2.645 3.309
C 1.121 -4.266 -5.924
C 0.393 -2.967 -5.657
O 1.305 -1.882 -5.420
C 1.858 -1.355 -6.513
O 1.632 -1.682 -7.649
O 2.696 -0.397 -6.130
C 3.419 0.241 -7.190
H 1.812 -4.488 -5.110
H 0.404 -5.083 -6.005
H 1.686 -4.211 -6.853
H -0.194 -3.031 -4.743
H -0.273 -2.705 -6.478
H 2.737 0.606 -7.955
H 4.130 -0.455 -7.632
H 3.947 1.069 -6.725
*
```

Computed properties:
- relative energy (zero: lowest compared OMol25 entry of this formula, charge and spin) (kJ/mol) = 0.0
- SMILES = [H]/N=C\C[Si@](I)(CCCCOC=O)[PH2]=N.CCOC(=O)OC.CCOC(=O)OC.CCOC(=O)OC.CCOC(=O)OC
- highest occupied orbital energy (eV) = -8.73
- gap between HOMO and LUMO (Ha) = 0.327

=====

This record from OMol25 describes a cluster of 2 separate species, H6S2Si2 in total. The level of theory is the ωB97M-V functional and the def2-TZVPD basis.

Structure (ORCA input):
```
! wB97M-V def2-TZVPD RIJCOSX def2/J DEFGRID3
* xyz 0 1
Si -1.237 0.835 -2.322
Si 1.437 -0.572 2.910
S 0.209 -1.078 -0.451
S -0.339 -1.136 -2.360
H -0.019 1.935 -2.276
H -2.042 0.688 -3.498
H -2.188 1.080 -1.046
H 1.395 -1.419 1.708
H 2.570 0.072 3.513
H 0.215 -0.405 3.823
*
```

Computed properties:
- relative energy (zero: lowest compared OMol25 entry of this formula, charge and spin) (kJ/mol) = 334.0
- highest occupied orbital energy (alpha / beta) (eV) = -9.07 / -7.14
- gap between HOMO and LUMO (alpha / beta) (Ha) = 0.316 / 0.187

=====

This record from OMol25 describes a structure of composition C38H27BrCl2F4O2PPtS2Te. The level of theory is the ωB97M-V functional and the def2-TZVPD basis.

Structure (ORCA input):
```
! wB97M-V def2-TZVPD RIJCOSX def2/J DEFGRID3
* xyz 1 1
Pt 0.144 0.191 0.031
F -0.624 6.208 -3.975
C -0.830 5.201 -3.147
C -2.109 4.906 -2.716
F -3.131 5.659 -3.088
C -2.312 3.821 -1.884
F -3.567 3.575 -1.507
C -1.261 3.035 -1.415
P -1.619 1.588 -0.334
C -3.083 0.837 -1.087
C -3.165 0.775 -2.478
C -4.272 0.206 -3.084
C -5.294 -0.324 -2.308
C -5.197 -0.303 -0.924
C -4.094 0.275 -0.312
C -2.110 2.489 1.167
C -1.080 2.852 2.036
C -1.359 3.561 3.193
C -2.665 3.935 3.476
C -3.688 3.605 2.598
C -3.419 2.876 1.448
C 0.023 3.427 -1.778
Br 1.544 2.696 -0.952
C 0.234 4.458 -2.673
F 1.463 4.764 -3.074
H -2.368 1.178 -3.092
H -4.340 0.176 -4.163
H -6.162 -0.764 -2.781
H -5.978 -0.733 -0.311
H -4.024 0.287 0.764
H -0.059 2.576 1.800
H -0.556 3.828 3.868
H -2.889 4.497 4.374
H -4.704 3.921 2.800
H -4.227 2.624 0.776
Cl 1.148 0.118 2.710
C -0.269 0.180 3.671
C -0.178 0.628 4.977
C -1.326 0.732 5.740
C -2.556 0.426 5.180
C -2.629 -0.040 3.879
Cl -4.190 -0.415 3.232
C -1.477 -0.210 3.092
S -1.625 -0.913 1.481
H 0.789 0.897 5.380
H -1.269 1.068 6.766
H -3.473 0.536 5.745
Te -0.048 -3.201 0.446
C 0.477 -4.494 1.954
C 0.044 -4.500 3.258
C 0.570 -5.582 3.997
C 1.394 -6.372 3.248
S 1.536 -5.821 1.644
H -0.636 -3.757 3.655
H 0.345 -5.765 5.038
H 1.933 -7.254 3.561
C 8.188 -1.587 -1.036
C 6.692 -1.439 -1.054
C 6.049 -0.611 -1.956
C 4.668 -0.445 -1.957
C 4.089 0.461 -3.018
C 3.896 -1.126 -0.989
C 4.534 -2.015 -0.093
C 3.800 -2.892 0.893
C 5.910 -2.148 -0.148
C 2.449 -0.824 -0.858
O 1.778 -0.244 -1.730
O 1.843 -1.101 0.262
H 8.646 -1.106 -1.899
H 8.470 -2.639 -1.023
H 8.596 -1.130 -0.133
H 6.638 -0.077 -2.693
H 4.891 0.879 -3.624
H 3.510 1.274 -2.587
H 3.410 -0.090 -3.667
H 3.056 -3.498 0.371
H 3.278 -2.310 1.650
H 4.500 -3.561 1.389
H 6.395 -2.835 0.538
*
```

Computed properties:
- relative energy (zero: lowest compared OMol25 entry of this formula, charge and spin) (kJ/mol) = 130.2
- highest occupied orbital energy (alpha / beta) (eV) = -10.27 / -10.27
- gap between HOMO and LUMO (alpha / beta) (Ha) = 0.179 / 0.179

=====

This record from OMol25 describes the molecule C3H6ClN3. The level of theory is the ωB97M-V functional and the def2-TZVPD basis.

Structure (ORCA input):
```
! wB97M-V def2-TZVPD RIJCOSX def2/J DEFGRID3
* xyz 0 1
C 0.809 0.376 -1.084
C -0.969 1.204 0.217
C -1.878 0.216 0.432
H 0.464 -1.489 1.201
H 1.410 -0.159 1.325
H 2.035 -1.215 -0.996
H 1.286 0.363 -2.055
H -1.109 1.936 1.013
H -2.858 0.427 1.037
N 1.339 -1.091 0.856
N 1.324 -0.727 -0.562
N 0.003 1.288 -0.723
Cl -1.854 -1.128 -0.661
*
```

Computed properties:
- relative energy (zero: lowest compared OMol25 entry of this formula, charge and spin) (kJ/mol) = 214.0
- SMILES = NN/C=N\C=C/Cl
- highest occupied orbital energy (eV) = -8.30
- gap between HOMO and LUMO (Ha) = 0.335